Entry 1:
Formula: C4H12S
Source: the OMol25 dataset
Level of theory: wB97M-V/def2-TZVPD

Last column: Löwdin charge in e.
Atoms and positions in Å:
S1 -0.0451 -1.0778 0.4150  1.139
C1 1.2569 2.6714 -0.2392  -0.195
C2 -1.7055 -1.8825 0.5486  -0.283
C3 -0.1267 2.4421 0.0938  -0.204
C4 0.6430 -2.6360 -0.3634  -0.236
H1 1.3484 -2.4171 -1.1535  0.072
H2 -1.6739 -2.3892 1.5265  0.082
H3 1.8021 1.7962 -0.3472  0.031
H4 1.2817 -3.1421 0.2643  0.039
H5 1.8563 3.2576 0.4258  0.079
H6 -0.2186 -3.1858 -0.7010  0.039
H7 -0.6368 3.3574 -0.0492  0.061
H8 -0.2492 2.2038 1.1182  0.052
H9 -2.3872 -1.0237 0.3343  0.074
H10 1.4195 3.1560 -1.1968  0.085
H11 -0.6383 1.6622 -0.6289  0.091
H12 -1.9265 -2.7925 -0.0471  0.073

Computed properties:
total charge = +1
2S+1 = 2
frontier orbital gap (spin up / spin down) = 10.596 / 6.228 eV
electronic energy = -15167.774 eV

Entry 2:
Formula: C4H12S2
Source: the OMol25 dataset
Level of theory: wB97M-V/def2-TZVPD

Last column: Löwdin charge in e.
Atoms and positions in Å:
S1 -1.4550 -1.4551 1.0750  0.357
S2 -2.9850 0.0898 0.8144  0.301
C1 2.1208 1.4486 -0.0582  -0.301
C2 1.7233 0.3903 -1.2315  -0.104
C3 0.8729 1.7876 0.6848  -0.169
C4 -1.8467 -2.7357 -0.1545  -0.488
H1 0.6804 1.4356 1.7895  0.099
H2 2.8904 1.0343 0.5308  0.067
H3 -3.8792 -0.1993 1.7573  -0.228
H4 -2.9488 -2.8162 -0.1105  0.022
H5 -0.0209 1.2738 0.0817  0.066
H6 -1.6577 -2.3330 -1.1142  0.000
H7 2.5361 0.3388 -1.9271  0.049
H8 2.5803 2.3315 -0.5916  0.108
H9 0.8372 0.7755 -1.7050  0.041
H10 0.6584 2.8557 0.7621  0.054
H11 1.2571 -0.5047 -0.7381  0.066
H12 -1.3638 -3.7175 0.1351  0.060

Computed properties:
frontier orbital gap = 9.347 eV
SMILES string = CCC.CSS
electronic energy = -26011.871 eV

Entry 3:
Formula: C4H12SSi
Source: the OMol25 dataset
Level of theory: wB97M-V/def2-TZVPD

Last column: Löwdin charge in e.
Atoms and positions in Å:
S1 0.4504 1.9788 0.0553  0.559
Si1 0.3089 -0.1539 -0.3659  0.244
C1 1.8998 -1.0253 0.0807  -0.201
C2 -1.1669 -0.8955 0.5630  -0.204
C3 -0.8110 2.2255 1.4004  -0.479
C4 0.1081 -0.4194 -2.1868  -0.223
H1 -0.5403 1.6963 2.3009  0.011
H2 -2.1840 -0.5013 0.7235  0.038
H3 -1.3628 -1.8227 0.0261  0.029
H4 -0.9213 -0.5991 -2.4859  0.025
H5 2.1801 -1.8192 -0.5687  0.014
H6 -1.8567 1.8876 1.1184  0.043
H7 -0.8390 -1.0566 1.5456  0.000
H8 -0.8565 3.2721 1.7346  0.023
H9 2.6417 -0.2820 0.1432  0.002
H10 0.6787 -1.3810 -2.3599  0.048
H11 0.4165 0.4324 -2.7916  0.025
H12 1.8542 -1.5367 1.0669  0.047

Computed properties:
frontier orbital gap = 9.610 eV
SMILES string = CS[Si](C)(C)C
electronic energy = -23056.451 eV